(1)
Density functional theory data (the ωB97M-V functional and the def2-TZVPD basis) for a molecular structure, C36H53N8O7P2Tm.

Last column: Löwdin spin population.
Element x y z (Å)
Tm1 -0.31478 1.15925 0.24300  2.007
C1 -1.00253 -6.05727 3.52599  0.000
C2 -0.32563 -5.08654 2.57989  0.000
C3 1.15790 -4.90887 2.90552  0.000
C4 -0.58398 -5.36979 1.11012  0.000
C5 0.39706 -5.12755 0.14304  0.000
C6 0.24590 -5.47933 -1.20073  0.000
C7 -0.93094 -6.15304 -1.61884  0.000
C8 -1.16906 -6.80782 -2.94697  0.000
C9 -1.89300 -6.45203 -0.67498  0.000
C10 -1.77978 -5.92592 0.63175  0.000
H1 -0.83609 -5.80618 4.60683  0.000
H2 -0.67840 -7.08098 3.32937  0.000
H3 -2.11484 -6.06991 3.48591  0.000
H4 -0.87561 -4.16194 2.75516  0.000
H5 1.76304 -5.71677 2.48271  0.000
H6 1.36058 -4.91405 3.95440  0.000
H7 1.61179 -4.00408 2.41957  0.000
H8 1.31062 -4.60590 0.48478  0.000
H9 0.98752 -5.16388 -1.91088  0.000
H10 -1.47993 -6.17418 -3.75715  0.000
H11 -1.94706 -7.61481 -2.89631  0.000
H12 -0.26083 -7.38232 -3.23588  0.000
H13 -2.82512 -6.97769 -0.98121  0.000
H14 -2.60971 -6.03216 1.36319  0.000
O1 3.72364 5.31741 4.61976  0.000
C11 2.35003 5.51557 4.71854  0.000
O2 1.92613 6.52973 5.25268  0.000
C12 1.43191 4.68721 3.91950  0.001
C13 0.19440 4.26454 4.41674  0.000
C14 -0.66965 3.55377 3.56547  0.001
C15 -0.30213 3.38274 2.22649  0.000
C16 0.95588 3.83195 1.76908  0.001
C17 1.86387 4.46148 2.54984  0.000
N1 -1.16365 2.84112 1.31713  -0.001
C18 -2.47065 2.55872 1.56754  -0.002
C19 -3.04222 1.27011 1.38619  0.000
C20 -4.26251 0.88994 2.02742  -0.001
C21 -4.60489 -0.42349 1.99127  0.000
C22 -3.86118 -1.39693 1.26786  -0.001
C23 -2.73744 -0.94952 0.63457  0.000
N2 -2.35327 0.30474 0.74610  -0.003
H15 3.90276 4.45022 4.17246  0.000
H16 0.04151 4.50333 5.41809  0.000
H17 -1.62563 3.14772 3.90256  0.000
H18 1.35964 3.55807 0.75920  0.000
H19 2.88947 4.65121 2.24131  0.000
H20 -3.09249 3.38015 1.92633  0.000
H21 -4.82892 1.68156 2.51446  0.000
H22 -5.57315 -0.66520 2.55316  0.000
H23 -4.13163 -2.45863 1.12032  0.000
H24 -2.25768 -1.56901 -0.11412  0.000
C24 2.42381 -0.22849 -3.96406  0.000
N3 2.56199 0.38751 -2.61562  0.000
C25 3.57294 -0.31115 -1.84761  0.000
P1 1.96532 1.90111 -2.39791  0.000
O3 1.54561 2.08042 -0.96755  -0.001
O4 0.71144 1.97674 -3.46283  0.000
P2 -0.94493 2.03574 -3.17370  0.000
O5 -1.21839 1.53565 -1.76568  -0.002
N4 -1.57053 0.95281 -4.23175  0.000
C26 -2.79746 0.25636 -3.79302  0.000
C27 -1.27827 0.95369 -5.66296  0.000
N5 -1.34156 3.62394 -3.33377  0.000
C28 -1.77782 4.21967 -4.58059  0.000
C29 -1.52906 4.48404 -2.16338  0.000
N6 3.15487 3.04422 -2.86173  0.000
C30 3.66424 3.98547 -1.87154  0.000
C31 3.32997 3.44652 -4.25178  0.000
H25 2.08435 -1.26549 -3.93300  0.000
H26 3.39553 -0.25032 -4.53530  0.000
H27 1.79618 0.39090 -4.59972  0.000
H28 3.63084 -1.36896 -2.18515  0.000
H29 3.30320 -0.33300 -0.82275  0.000
H30 4.53056 0.16349 -1.95129  0.000
H31 -2.74957 0.18148 -2.72581  0.000
H32 -2.76537 -0.77314 -4.15903  0.000
H33 -3.74261 0.66485 -4.14720  0.000
H34 -0.74826 1.87909 -5.92334  0.000
H35 -2.17208 0.70361 -6.23087  0.000
H36 -0.49139 0.17839 -5.86327  0.000
H37 -1.50535 3.56740 -5.45510  0.000
H38 -1.26416 5.16786 -4.69650  0.000
H39 -2.90568 4.33520 -4.52024  0.000
H40 -0.68256 4.39202 -1.48293  0.000
H41 -2.47093 4.18924 -1.64025  0.000
H42 -1.48315 5.54400 -2.50976  0.000
H43 4.64944 3.59681 -1.54838  0.000
H44 3.01335 4.10918 -1.04427  0.000
H45 3.80737 4.99126 -2.33252  0.000
H46 2.98277 2.61499 -4.86111  0.000
H47 4.39162 3.61678 -4.52015  0.000
H48 2.79649 4.34000 -4.58289  0.000
C32 0.17964 -1.55534 5.68948  0.000
N7 0.54762 -1.04787 4.41431  0.000
C33 1.76817 -1.48795 3.88740  0.000
C34 2.13347 -1.16241 2.61405  0.000
C35 1.25323 -0.32086 1.87793  0.000
O6 1.52079 -0.08073 0.64377  -0.001
N8 0.07924 0.17357 2.37038  -0.001
C36 -0.37216 -0.20896 3.64301  0.000
O7 -1.51855 0.01209 3.94943  0.000
H49 0.18087 -2.65205 5.69261  0.000
H50 -0.80606 -1.25807 6.08165  0.000
H51 0.90039 -1.19119 6.38894  0.000
H52 2.34018 -2.09590 4.56864  0.000
H53 3.05113 -1.50897 2.12643  0.000

Calculated values
largest force on an atom	4.52	eV/Å
relative energy (zero: lowest compared OMol25 entry of this formula, charge and spin)	211.29	kJ/mol
net charge	+2
2S+1	3
HOMO-LUMO gap (alpha / beta)	4.8 / 4.8	eV
LUMO (alpha / beta)	-7.430 / -7.435	eV
highest occupied orbital energy (alpha / beta)	-12.26 / -12.26	eV

(2)
Density functional theory data (the ωB97M-V functional and the def2-TZVPD basis) for 3 unconnected molecules or ions with the total composition C37H66IN4O9P.

Last column: Löwdin spin population.
Element x y z (Å)
C1 0.14956 4.25848 0.93406  0.000
C2 -0.49246 4.62861 -0.42299  0.000
O1 0.18559 5.15836 -1.23552  0.000
O2 -1.83112 4.36047 -0.59565  0.000
C3 -2.09053 3.73740 -1.87435  0.000
C4 -3.63128 3.61966 -2.12774  0.000
C5 -4.03345 2.15420 -2.50020  0.000
C6 -5.56596 1.87221 -2.40630  0.000
C7 -5.93298 0.70672 -1.43025  0.000
C8 -5.17459 -0.62740 -1.74790  0.000
C9 -4.49900 -1.25517 -0.45022  0.000
C10 -2.95773 -1.19732 -0.54813  0.000
C11 -2.18608 -1.68130 0.72636  0.000
C12 -0.70491 -1.47596 0.41407  0.000
N1 0.39089 -1.36923 0.14923  0.000
C13 -2.39982 -3.25905 0.79649  0.000
C14 -1.22488 -4.08989 0.20707  0.000
C15 -1.71081 -5.59970 0.17929  0.000
O3 -2.29710 -5.91089 -1.08434  0.000
C16 -2.55369 -0.98776 2.08204  0.000
C17 -3.84938 -1.51711 2.68015  0.000
N2 -4.78147 -2.08765 2.97853  0.000
C18 -1.41749 -1.42430 3.11097  0.000
C19 -1.80225 -1.25118 4.60769  0.000
O4 -1.58075 -0.24478 5.14497  0.000
I1 -2.68990 -2.81170 5.81654  0.000
P1 -2.53453 0.87422 2.10778  0.000
O5 -1.19410 1.45709 2.28211  0.000
O6 -3.42696 1.28671 3.42158  0.000
O7 -3.27300 1.59984 0.84893  0.000
H1 0.72986 5.15288 1.24518  0.000
H2 0.87603 3.43684 0.83976  0.000
H3 -0.60529 4.09470 1.72155  0.000
H4 -1.58289 4.28807 -2.68471  0.000
H5 -1.63243 2.71697 -1.85614  0.000
H6 -3.83656 4.23635 -3.02746  0.000
H7 -4.22249 4.03022 -1.28947  0.000
H8 -3.72851 2.01286 -3.55614  0.000
H9 -3.43927 1.47014 -1.86763  0.000
H10 -6.12578 2.77211 -2.07942  0.000
H11 -5.92880 1.64223 -3.43069  0.000
H12 -7.02257 0.49837 -1.42990  0.000
H13 -5.70851 1.08435 -0.40735  0.000
H14 -4.35440 -0.47007 -2.47588  0.000
H15 -5.92974 -1.34740 -2.11235  0.000
H16 -4.88154 -2.28496 -0.29745  0.000
H17 -4.90560 -0.67128 0.40334  0.000
H18 -2.66272 -1.89348 -1.36717  0.000
H19 -2.58802 -0.20734 -0.88572  0.000
H20 -3.30526 -3.56165 0.23368  0.000
H21 -2.55895 -3.60813 1.83670  0.000
H22 -0.98973 -3.83265 -0.84129  0.000
H23 -0.32620 -4.09786 0.85771  0.000
H24 -2.38334 -5.80049 1.03230  0.000
H25 -0.78354 -6.20896 0.27827  0.000
H26 -1.57071 -6.11471 -1.68731  0.000
H27 -1.11296 -2.47763 2.96802  0.000
H28 -0.50311 -0.81435 2.96340  0.000
H29 -3.99268 2.04281 3.18759  0.000
H30 -2.54448 2.04004 0.36491  0.000
C20 5.36011 -0.79150 4.90938  0.002
C21 5.13455 0.73446 4.84221  0.026
C22 4.80642 1.26271 6.24514  0.014
C23 3.40213 0.88718 6.70963  0.001
C24 2.36183 1.33194 5.68532  0.014
C25 2.65286 0.84036 4.26072  0.025
N3 4.07123 1.05931 3.84748  0.343
O8 4.20337 2.32079 3.51805  0.568
C26 2.30084 -0.65788 4.14388  0.002
C27 1.65892 1.52467 3.30868  -0.001
C28 6.50402 1.28510 4.41772  -0.001
H31 6.28728 -1.01820 5.43949  0.000
H32 4.58386 -1.32836 5.45016  0.000
H33 5.44411 -1.22058 3.90883  0.001
H34 4.89870 2.35422 6.26133  0.003
H35 5.53825 0.88601 6.96494  0.001
H36 3.32919 -0.18973 6.88791  0.000
H37 3.19561 1.36805 7.66898  0.001
H38 1.37413 0.98543 6.00159  0.001
H39 2.31745 2.42632 5.69459  0.002
H40 2.65299 -1.07092 3.19569  0.001
H41 1.21960 -0.80105 4.17668  0.000
H42 2.69660 -1.26700 4.95436  0.000
H43 1.70505 2.61216 3.37147  -0.001
H44 0.63650 1.24759 3.55656  0.000
H45 1.83919 1.23073 2.27126  0.000
H46 6.77003 0.94469 3.41426  0.000
H47 7.28181 0.94160 5.10156  0.000
H48 6.53976 2.37458 4.42979  -0.001
C29 3.16781 0.59896 -4.02075  0.002
C30 2.08573 -0.49262 -3.87157  0.026
C31 2.68806 -1.85750 -4.22769  0.014
C32 2.92341 -2.03248 -5.72499  0.001
C33 1.63823 -1.76557 -6.50421  0.014
C34 0.98737 -0.41466 -6.17302  0.026
N4 0.89269 -0.15978 -4.70580  0.348
O9 -0.12517 -0.84666 -4.24411  0.561
C35 1.77604 0.72592 -6.85230  0.002
C36 -0.38738 -0.36653 -6.85890  -0.001
C37 1.75786 -0.47638 -2.37228  -0.001
H49 3.92470 0.49547 -3.24122  0.000
H50 3.71646 0.55155 -4.95913  0.000
H51 2.73536 1.59675 -3.92363  0.001
H52 2.02282 -2.65754 -3.88370  0.003
H53 3.63169 -1.99784 -3.69424  0.001
H54 3.72499 -1.37324 -6.06989  0.000
H55 3.26295 -3.05221 -5.92322  0.001
H56 1.84925 -1.82163 -7.57558  0.001
H57 0.93283 -2.57606 -6.29024  0.002
H58 1.43711 1.70163 -6.49822  0.001
H59 1.62735 0.70664 -7.93360  0.000
H60 2.85221 0.66126 -6.70832  0.000
H61 -1.02838 -1.19835 -6.56616  -0.001
H62 -0.27342 -0.42987 -7.94214  0.000
H63 -0.90883 0.56638 -6.63302  0.000
H64 1.31011 0.47634 -2.07880  0.000
H65 2.66187 -0.61228 -1.77752  0.000
H66 1.08020 -1.27397 -2.08406  -0.001

Calculated values
largest force on an atom	3.57	eV/Å
2S+1	3
HOMO-LUMO gap (alpha / beta)	8.7 / 9.3	eV
LUMO (alpha / beta)	0.236 / 0.085	eV
highest occupied orbital energy (alpha / beta)	-8.46 / -9.20	eV

(3)
Density functional theory data (the ωB97M-V functional and the def2-TZVPD basis) for a molecular structure, C28H50InN7O5P2S.

Last column: Mulliken charge in e.
Element x y z (Å)
In1 -0.43232 -0.16258 0.24522  2.251
C1 3.65626 -0.43069 1.88843  -1.906
C2 2.17069 -0.70540 1.78610  1.153
O1 1.57487 -0.03532 0.85301  -0.501
C3 1.61236 -1.59484 2.67263  -1.431
C4 0.21847 -1.87562 2.85174  1.294
C5 -0.20301 -2.73662 4.00571  -1.480
N1 -0.66914 -1.37332 2.05426  0.491
N2 -2.01405 -1.63491 2.30647  -1.099
C6 -2.75586 -0.69318 1.79366  0.057
O2 -2.30673 0.37244 1.19461  -1.191
C7 -4.23308 -0.84814 1.89756  0.673
C8 -5.05095 0.27420 1.81393  -0.004
C9 -6.42992 0.14456 1.89129  -0.729
C10 -7.00133 -1.11148 2.03888  -0.364
C11 -6.18855 -2.23522 2.11255  -0.699
C12 -4.81021 -2.10591 2.04512  -0.461
H1 3.95436 0.24912 1.09193  0.224
H2 3.90146 0.02027 2.85117  0.435
H3 4.22779 -1.35691 1.80608  0.390
H4 2.29021 -2.06068 3.37520  0.337
H5 0.65950 -3.22482 4.45413  0.443
H6 -0.70255 -2.12718 4.76105  0.288
H7 -0.93019 -3.47682 3.67461  0.317
H8 -4.59139 1.24640 1.69141  0.345
H9 -7.06009 1.02363 1.83332  0.394
H10 -8.07789 -1.21621 2.09155  0.392
H11 -6.63191 -3.21789 2.21540  0.387
H12 -4.16469 -2.97248 2.09118  0.432
C13 2.09881 2.72388 -4.58039  -0.966
N3 1.93778 1.96315 -3.35555  0.802
C14 3.03591 2.08134 -2.39755  -0.785
P1 0.47149 1.48333 -2.81147  -0.709
O3 0.62992 0.45264 -1.77729  -0.734
O4 -0.30294 2.82319 -2.23698  0.180
P2 -0.41116 3.23581 -0.67624  -0.314
O5 -0.27959 2.06150 0.21008  -0.721
N4 0.83363 4.28572 -0.48765  0.891
C15 1.26247 5.25254 -1.48218  -1.154
C16 1.25746 4.59056 0.87708  -1.044
N5 -1.84175 4.00228 -0.48645  0.311
C17 -2.10793 5.20147 -1.27035  -0.957
C18 -3.04608 3.21058 -0.21341  -0.499
N6 -0.50340 1.07850 -4.04328  0.816
C19 -0.60558 -0.33536 -4.41829  -0.788
C20 -1.30621 1.99542 -4.83067  -1.114
H13 3.05815 2.47117 -5.03587  0.354
H14 2.08478 3.80609 -4.40140  0.250
H15 1.31267 2.47464 -5.29121  0.265
H16 3.95624 1.72619 -2.86646  0.340
H17 2.83222 1.45843 -1.52810  0.150
H18 3.18302 3.12010 -2.08570  0.135
H19 0.90866 4.96817 -2.47134  0.237
H20 2.35417 5.29070 -1.50585  0.361
H21 0.90075 6.26083 -1.25313  0.406
H22 1.00351 3.76391 1.53659  0.213
H23 0.79196 5.50934 1.24810  0.258
H24 2.34165 4.71757 0.88891  0.350
H25 -1.21432 5.81570 -1.36366  0.229
H26 -2.86889 5.79357 -0.76128  0.370
H27 -2.47597 4.95642 -2.27300  0.261
H28 -2.79487 2.31849 0.35714  -0.184
H29 -3.54655 2.91841 -1.14206  0.313
H30 -3.73177 3.82507 0.37320  0.528
H31 -0.14291 -0.96051 -3.65580  -0.199
H32 -0.13491 -0.51454 -5.38978  0.356
H33 -1.65731 -0.62069 -4.46492  0.385
H34 -1.18829 3.01651 -4.47561  0.225
H35 -2.36248 1.72395 -4.75323  0.304
H36 -1.01864 1.95618 -5.88571  0.400
C21 4.96088 -1.38382 -1.64095  -1.048
S1 3.17634 -1.55106 -1.82473  0.528
C22 3.13026 -2.10228 -3.53718  -1.171
H37 5.34683 -0.53354 -2.20647  0.262
H38 5.47863 -2.28925 -1.96044  0.393
H39 5.17124 -1.22436 -0.58438  0.243
H40 3.62103 -3.06766 -3.66336  0.435
H41 3.59026 -1.36981 -4.20294  0.328
H42 2.07994 -2.20805 -3.81091  0.248
C23 0.14693 -3.43237 -0.67183  -1.180
C24 -1.05069 -2.80137 -1.31217  0.609
C25 -1.97893 -3.37810 -2.15105  -1.319
C26 -2.89731 -2.35756 -2.51156  -0.747
C27 -2.48774 -1.20805 -1.87553  -0.178
C28 -3.12998 0.14082 -1.90937  -0.319
N7 -1.35194 -1.47131 -1.14665  1.282
H43 -0.08491 -4.44682 -0.34293  0.431
H44 0.48588 -2.88264 0.20958  0.129
H45 1.00049 -3.49111 -1.35014  0.043
H46 -1.99296 -4.41294 -2.46020  0.519
H47 -3.76685 -2.44762 -3.14713  0.535
H48 -3.87730 0.16938 -2.70573  0.490
H49 -2.40420 0.93973 -2.11412  -0.389
H50 -3.62802 0.38539 -0.96867  -0.080

Calculated values
largest force on an atom	0.43	eV/Å
relative energy (zero: lowest compared OMol25 entry of this formula, charge and spin)	75.15	kJ/mol
HOMO-LUMO gap	6.7	eV
LUMO	0.222	eV
highest occupied orbital energy	-6.49	eV